# 1
16
Properties=species:S:1:pos:R:3 method="wB97M-V/def2-TZVPD" lumo_energy_ev=4.14 de_lowest_kj_mol=56.0 total_charge=-1 energy_ev=-11807.74286
N -2.70 1.16 -1.78
C -1.49 0.53 -1.35
O -1.58 -0.68 -1.05
O -0.48 1.27 -1.31
H -2.56 1.96 -2.36
H -3.38 0.49 -2.08
C 1.07 -0.46 1.88
C 1.87 -0.77 0.86
N 1.70 -0.47 -0.45
N 1.50 -0.81 3.23
H 0.12 0.04 1.77
H 2.78 -1.32 1.11
H 0.83 -0.02 -0.78
H 2.22 -1.01 -1.11
H 0.76 -1.28 3.73
H 1.71 0.02 3.76

# 2
60
Properties=species:S:1:pos:R:3 method="wB97M-V/def2-TZVPD" lumo_energy_ev=-3.46 total_charge=+1 energy_ev=-137058.28062
Rh 1.08 -0.51 0.42
S 0.91 -2.73 0.00
C 1.01 -2.12 -1.61
N 1.09 -0.81 -1.56
C 1.03 -0.22 -2.81
C 1.16 1.13 -3.12
C 1.09 1.51 -4.45
C 0.90 0.57 -5.46
C 0.82 -0.78 -5.16
C 0.88 -1.16 -3.83
S 0.86 -2.79 -3.18
H 1.36 1.85 -2.34
H 1.18 2.56 -4.70
H 0.85 0.90 -6.49
H 0.71 -1.51 -5.95
C -3.26 -2.20 3.91
C -3.96 -1.36 3.06
C -3.31 -0.74 2.01
C -1.94 -0.94 1.78
C -1.26 -1.79 2.65
C -1.90 -2.42 3.70
Si -1.13 -0.01 0.36
C -2.03 -0.20 -1.26
C -2.23 -1.48 -1.76
C -2.84 -1.66 -3.00
C -3.25 -0.56 -3.73
C -3.06 0.72 -3.23
C -2.46 0.90 -2.00
C -0.50 1.68 0.85
C -0.41 1.99 2.21
C 0.10 3.21 2.63
C 0.54 4.14 1.69
C 0.46 3.84 0.33
C -0.05 2.63 -0.08
H -3.76 -2.69 4.73
H -5.02 -1.20 3.21
H -3.88 -0.10 1.35
H -0.20 -1.99 2.50
H -1.35 -3.08 4.36
H -1.92 -2.35 -1.19
H -2.99 -2.66 -3.38
H -3.72 -0.70 -4.70
H -3.40 1.58 -3.80
H -2.33 1.91 -1.62
H -0.75 1.28 2.95
H 0.15 3.45 3.68
H 0.94 5.09 2.01
H 0.80 4.57 -0.40
H -0.14 2.42 -1.14
Br 3.76 1.12 0.15
C 3.89 0.07 1.73
C 5.12 -0.17 2.31
C 5.13 -0.93 3.47
C 3.93 -1.40 3.99
C 2.76 -1.10 3.32
N 2.74 -0.38 2.20
H 6.02 0.22 1.86
H 6.07 -1.15 3.96
H 3.91 -1.99 4.89
H 1.80 -1.44 3.70